{
  "formula": "C2H3FIN",
  "method": "ωB97M-V/def2-TZVPD",
  "de_lowest_kj_mol": 80.5,
  "smiles": "[H]/N=C(\\F)CI",
  "max_force_ev_per_a": 5.34,
  "e_lumo_ev": 0.04,
  "homo_lumo_gap_ev": 9.76,
  "homo_energy_ev": -9.714,
  "charge": 0,
  "species": ["H", "N", "C", "F", "C", "I", "H", "H"],
  "positions_angstrom": [[-1.553, -1.114, 1.709], [-0.919, -0.329, 1.341], [-0.459, -0.407, 0.202], [-0.598, -1.480, -0.669], [0.485, 0.788, -0.561], [2.458, 0.115, 0.024], [0.593, 0.766, -1.645], [-0.007, 1.662, -0.402]]
}